1.
C13H16BiN5O5S as an isolated structure, computed with ωB97M-V/def2-TZVPD.

## Properties
**Energy above the lowest of the compared OMol25 structures with the same formula, charge and spin**: 0.5590 eV
**LUMO**: -0.8 eV
**Charge**: 0
**Maximum force**: 0.012 hartree/bohr
**Electronic energy**: -48104.377 eV

The geometry in XYZ format:
```
41
C13H16BiN5O5S, DFT ωB97M-V/def2-TZVPD
Bi 0.4453 0.1835 -0.1162
O 1.3689 -2.6355 0.7192
C 0.1579 -3.2790 1.0900
C -0.9065 -2.3150 1.5800
N -1.4661 -1.3419 0.6036
C -2.0662 -2.0039 -0.5553
C -1.0374 -2.2985 -1.6476
O -1.3282 -3.0709 -2.5359
O 0.0765 -1.6513 -1.5393
C -2.4260 -0.4956 1.3203
C -1.7120 0.5272 2.2090
O -2.3727 1.1941 2.9810
O -0.4413 0.6127 2.0180
H 1.3762 -2.6537 -0.2529
H 0.3817 -3.9371 1.9326
H -0.2015 -3.9133 0.2762
H -0.4923 -1.7352 2.4053
H -1.7430 -2.9090 1.9725
H -2.8091 -1.3367 -0.9940
H -2.5689 -2.9342 -0.2775
H -3.1088 -1.0894 1.9353
H -3.0284 0.0497 0.5917
N -1.5384 0.1028 -4.0130
C -1.0950 0.6610 -2.8716
S 0.5994 1.0684 -2.7485
N -1.9936 0.9346 -1.9402
N -1.3500 1.4546 -0.8471
C -1.7134 2.5353 -0.2861
C -0.8194 3.1484 0.7089
C -1.2406 4.1659 1.5446
C -0.3190 4.7246 2.4162
C 0.9812 4.2539 2.4113
C 1.3125 3.2238 1.5417
N 0.4384 2.6897 0.7030
H -0.8526 -0.3006 -4.6281
H -2.4669 -0.2868 -4.0217
H -2.6062 3.0518 -0.6263
H -2.2710 4.4910 1.5270
H -0.6164 5.5126 3.0942
H 1.7292 4.6638 3.0736
H 2.3130 2.8108 1.5259
```

2.
C2H3N5O in the gas phase in a non-equilibrium geometry, computed with ωB97M-V/def2-TZVPD.

## Properties
**Energy above the lowest of the compared OMol25 structures with the same formula, charge and spin**: 5.4577 eV
**LUMO**: -0.8 eV
**Charge**: 0
**Maximum force**: 0.174 hartree/bohr
**Electronic energy**: -11615.372 eV
**SMILES**: O/N=c1\ncnn[nH]1

The geometry in XYZ format:
```
11
C2H3N5O, DFT ωB97M-V/def2-TZVPD
O 1.6788 -0.7951 1.8801
N 0.6303 0.1151 1.6609
C 0.2257 0.0482 0.4399
N 0.8476 -0.5146 -0.6425
C 0.0333 -0.4772 -1.6926
N -1.3589 -0.0180 -1.6635
N -1.6707 0.8136 -0.7715
N -0.7406 0.8988 0.2090
H 2.0557 -0.5620 2.6863
H 0.4438 -0.6925 -2.8148
H -1.4373 1.1262 1.0574
```

3.
C4H5N3S as an isolated structure in a non-equilibrium geometry, computed with ωB97M-V/def2-TZVPD.

## Properties
**Energy above the lowest of the compared OMol25 structures with the same formula, charge and spin**: 4.0330 eV
**LUMO**: 0.8 eV
**Charge**: 0
**Maximum force**: 0.166 hartree/bohr
**Electronic energy**: -19530.848 eV

The geometry in XYZ format:
```
13
C4H5N3S, DFT ωB97M-V/def2-TZVPD
C -1.7416 -0.0024 -0.1758
C 0.1795 -0.6775 -0.3170
C 1.4275 -0.9903 0.1080
C 1.5637 0.6576 0.1421
H -3.8533 1.0403 0.1536
H 1.8035 -1.2692 1.1008
H 2.0141 -1.2847 -0.8690
H 1.5931 1.0081 1.1747
H 2.2137 1.1696 -0.4941
N -0.9702 -1.2717 -0.2407
N 0.1916 0.6272 -0.4503
N -1.0483 1.1962 -0.1602
S -3.3734 -0.2031 0.0281
```

4.
A 2-piece molecular cluster, C3H12NOP overall in a non-equilibrium geometry, computed with ωB97M-V/def2-TZVPD.

## Properties
**LUMO**: 0.2 eV
**Charge**: 0
**Maximum force**: 0.031 hartree/bohr
**Electronic energy**: -16128.101 eV

The geometry in XYZ format:
```
18
C3H12NOP, DFT ωB97M-V/def2-TZVPD
N 1.5760 -0.2002 -0.9500
C 1.0604 1.1440 -1.0589
C -0.3124 1.3482 -0.3065
P -1.4982 0.1611 -0.9513
H 1.4585 -0.7207 -1.8057
H 1.1808 -0.7619 -0.1496
H 0.8573 1.3768 -2.1087
H 1.7268 1.8868 -0.6169
H -0.6348 2.3720 -0.5039
H -0.1629 1.1769 0.7592
H -0.8746 -0.8195 -1.7164
H -2.4282 0.8267 -1.7607
H -2.1144 -0.4669 0.1307
C 0.0355 -1.4692 2.1894
O 0.2036 -1.6680 0.8550
H -0.7877 -2.0494 2.6635
H 0.9115 -1.7214 2.8240
H -0.1970 -0.4152 2.5068
```

| no. | molar mass (u) | E_HOMO (Eh) | frontier orbital gap (eV) |
| --- | --- | --- | --- |
| 1 | 563.3 | -0.3147 | 7.726 |
| 2 | 113.1 | -0.3194 | 7.869 |
| 3 | 127.2 | -0.3130 | 9.328 |
| 4 | 109.1 | -0.2559 | 7.116 |